C2H4N4O | ωB97M-V/def2-TZVPD

As for the SMILES: Nn1cn[nH]c1=O. Its HOMO-LUMO gap is 0.34198 hartree. The HOMO energy is -8.473 eV. The energy relative to the best compared isomer or geometry (same formula, charge and spin) is 50.9 kcal/mol. The maximum force comes out at 3.57 eV/A.

Each line ends with the Löwdin charge.
CARTESIAN COORDINATES (ANGSTROEM)
N (1.65963, 0.76989, -0.14813)  0.05
N (0.49560, 0.01588, 0.07544)  -0.10
C (0.20997, -1.34709, 0.19393)  -0.13
N (-1.08557, -1.59594, 0.12131)  0.04
N (-1.64971, -0.37244, -0.06947)  0.05
C (-0.84216, 0.71032, -0.11456)  -0.44
O (-1.00685, 1.91323, -0.19253)  0.05
H (2.47402, 0.49145, 0.55203)  0.15
H (1.27101, 1.71678, -0.20806)  0.08
H (1.06459, -1.99332, 0.08510)  0.12
H (-2.59053, -0.30877, -0.29507)  0.13